DFT (wB97M-V/def2-TZVPD) results for a cluster of 11 separate species, C36H101N7O11 in total.

F_max, eV Å⁻¹: 2.96
HOMO-LUMO gap, eV: 9.261
Energy, eV: -71913.576
SMILES: COC[C@H](C)N.COC[C@H](C)N.COC[C@H](C)N.COC[C@H](C)N.COC[C@H](C)N.COC[C@H](C)N.COC[C@H](C)N.CCO.CCO.CCO.CCO

Structure (ORCA input):
```
! wB97M-V def2-TZVPD RIJCOSX def2/J DEFGRID3
* xyz 0 1
O 3.13 -2.55 -3.42
O -4.26 -3.46 -2.59
O 0.18 2.84 -4.24
O 4.46 0.73 2.45
O 0.75 -3.95 4.24
O -4.89 -2.38 0.15
O -4.52 5.11 -3.99
O -1.78 1.61 2.36
O 0.83 -0.36 6.37
O 2.52 4.51 -0.07
O 0.22 0.07 1.14
N -7.16 -4.73 1.75
N 6.99 2.80 4.06
N -1.06 -2.22 5.61
N 2.53 -4.00 -5.84
N 0.25 -3.44 0.50
N -0.59 -0.47 -5.59
N -0.65 6.31 -0.88
C -0.01 -3.87 1.84
C 1.23 -3.63 2.87
C 1.62 7.22 -0.70
C 2.99 3.54 0.82
C -1.09 0.91 -0.73
C -2.60 -0.79 4.66
C 0.76 5.99 -0.94
C -3.64 -4.57 -1.97
C -3.59 4.04 -3.87
C 4.52 -3.08 -6.94
C 0.39 1.30 -7.06
C -0.62 1.81 -4.76
C -1.68 2.96 2.04
C -7.95 -2.95 0.33
C 1.40 0.61 7.24
C -2.23 -4.01 -1.87
C -0.36 0.16 5.58
C -2.93 3.89 -2.48
C 1.12 2.42 -3.27
C 6.46 2.69 1.67
C -5.47 -3.04 1.23
C 5.93 2.44 3.08
C 3.57 -2.04 -4.72
C 1.77 -3.59 5.23
C -3.69 -1.65 0.47
C -2.66 3.75 2.77
C 0.05 -0.03 -0.33
C 0.18 0.80 -5.65
C 3.83 -3.36 -5.60
C 1.13 4.88 0.06
C -1.12 -0.97 4.89
C -6.76 -3.80 0.72
C 2.53 -1.65 -2.51
C 5.44 1.05 3.41
C -0.40 -5.36 1.71
C 4.03 -0.68 2.24
H 0.32 -5.92 1.11
H 7.75 3.16 3.51
H 5.91 2.25 0.84
H -2.84 -0.03 3.92
H -0.71 7.09 -1.52
H 6.19 0.28 3.20
H 1.87 1.82 -3.79
H -1.60 -4.84 -1.56
H 0.72 2.34 -7.02
H -1.50 -0.30 -6.01
H -0.38 -3.93 -0.12
H -3.82 -0.99 1.32
H 0.07 0.83 4.82
H -7.78 -2.74 -0.72
H -4.72 -3.79 1.49
H 4.99 2.99 3.17
H -3.86 -4.93 -0.96
H 1.50 -2.57 2.85
H 1.41 -3.94 6.20
H -0.69 3.28 2.37
H -5.60 -2.51 2.17
H -1.80 3.03 0.96
H -2.91 4.13 -4.72
H 1.18 8.15 -1.06
H -1.10 1.13 1.87
H -7.66 -4.16 2.41
H 2.89 -1.27 -5.08
H -3.67 3.54 -1.75
H 4.81 -3.97 -7.49
H 1.86 -2.19 -1.84
H -0.78 1.94 -0.55
H 1.18 0.59 -5.29
H 0.93 5.28 1.05
H -0.36 -2.76 5.12
H 3.83 -2.56 -7.60
H -2.45 4.80 -2.13
H 1.47 3.37 -2.86
H -1.98 0.57 -0.21
H 3.87 -1.20 3.18
H 2.06 -2.54 5.28
H -1.19 0.91 -1.82
H 1.59 1.55 6.72
H 0.79 1.69 -2.53
H -0.70 6.66 0.07
H 0.68 -0.70 1.49
H -0.57 -1.13 3.95
H 4.49 -1.48 -4.53
H 1.03 0.14 -0.78
H 1.77 7.39 0.37
H 2.25 3.43 1.61
H 2.59 7.21 -1.20
H -3.78 -5.44 -2.61
H -3.21 -1.57 4.19
H -1.82 -3.69 -2.83
H -2.75 4.71 2.27
H -1.39 2.26 -5.38
H -0.56 -1.94 6.44
H -3.62 3.25 2.69
H 2.07 -4.16 -4.95
H -0.05 -1.15 -6.10
H 3.33 -1.20 -1.93
H 2.11 -4.19 2.55
H -6.47 -4.54 -0.03
H -2.05 -3.15 -1.22
H -1.27 1.31 -4.04
H -4.34 -2.78 -1.92
H -7.85 -5.36 1.36
H 1.90 -3.44 -6.40
H -8.86 -3.44 0.67
H -2.89 -2.30 0.82
H -0.25 -1.04 -0.59
H -1.31 -5.46 1.13
H 6.69 3.62 4.57
H -3.02 -0.52 5.63
H 1.11 5.58 -1.89
H 5.46 -2.55 -6.80
H -2.40 3.96 3.81
H 1.17 -3.70 0.17
H -0.57 -5.70 2.73
H 2.96 2.59 0.29
H 0.52 3.98 -0.07
H 3.96 3.81 1.25
H -4.01 3.04 -3.99
H 2.22 0.17 7.80
H -4.11 5.97 -3.90
H 4.73 -1.19 1.59
H -7.85 -2.03 0.90
H 6.76 3.70 1.41
H -0.87 -3.28 2.16
H 0.65 0.78 8.02
H 4.49 -4.04 -5.07
H 7.33 2.06 1.44
H 2.71 -4.10 5.02
H 1.18 0.80 -7.60
H 5.29 0.99 4.48
H -2.08 3.20 -2.45
H -0.99 0.77 6.22
H 3.03 -0.72 1.80
H 2.00 -0.79 -2.93
H -0.47 1.20 -7.73
H -3.30 -1.15 -0.42
*
```

Löwdin population analysis, charges in e, atoms 1 to 4: -0.216, -0.080, -0.172, -0.203



DFT (wB97M-V/def2-TZVPD) results for a cluster of 13 separate species, C26H78O13 in total.

F_max, eV Å⁻¹: 2.72
HOMO-LUMO gap, eV: 9.653
Energy, eV: -54840.933

Structure (ORCA input):
```
! wB97M-V def2-TZVPD RIJCOSX def2/J DEFGRID3
* xyz 0 1
O -0.15 -3.05 3.82
O 3.14 0.63 0.65
O 2.83 1.71 -4.52
O 0.72 1.65 -0.35
O -5.40 0.49 0.44
O 1.22 -4.15 -0.96
O 4.07 6.97 -0.06
O 1.96 -2.73 -3.34
O -0.57 4.05 -0.84
O 1.84 -3.64 1.80
O -4.18 -4.37 2.23
O -3.30 4.51 -1.73
O -3.23 -0.43 -0.86
C -0.56 4.88 0.33
C 3.32 1.04 2.05
C 4.80 0.98 2.44
C -3.85 0.72 2.34
C 0.64 -1.20 -4.63
C -2.40 -2.07 -2.35
C -5.19 0.09 1.83
C -0.83 -1.08 4.86
C -2.10 -4.44 1.14
C 2.52 3.81 -3.39
C 3.05 6.06 0.31
C 4.06 -3.09 2.70
C 0.13 -0.67 0.01
C -3.04 2.47 -2.72
C -3.69 3.19 -1.57
C 0.70 -5.40 -1.36
C 3.56 4.65 0.29
C 0.01 -1.68 3.74
C 2.42 2.30 -3.27
C -3.62 -1.55 -1.58
C 1.84 -1.33 -3.61
C -0.90 4.05 1.56
C 0.63 -6.38 -0.17
C -0.32 0.74 -0.42
C 3.14 -3.28 1.46
C -3.08 -3.58 1.96
H -1.84 -1.48 4.89
H -4.71 -3.93 2.90
H 2.02 1.75 -5.03
H -0.20 -1.77 -4.24
H 4.20 4.43 1.14
H -0.19 3.24 1.70
H -5.12 -0.98 1.99
H 3.62 -3.96 0.76
H 2.36 1.03 0.25
H -1.95 -1.30 -2.99
H -3.96 -2.29 -0.85
H 3.67 -2.39 3.44
H 2.67 4.02 0.19
H -0.68 -1.37 0.26
H -1.28 -3.80 0.82
H -0.27 -5.17 -1.79
H 4.09 -4.06 3.20
H 0.53 -3.38 3.24
H 1.66 -0.91 -2.62
H 1.63 -6.70 0.15
H 0.30 2.48 -0.62
H 0.12 -7.26 -0.55
H 1.04 -1.35 3.85
H 2.10 4.38 -2.56
H -0.23 -1.14 5.76
H 0.70 -1.20 -0.75
H 2.71 0.42 2.71
H -3.28 2.87 -3.71
H 0.28 -0.19 -4.82
H -1.02 -0.02 4.69
H -3.77 0.52 3.41
H 3.53 4.20 -3.52
H 0.90 -1.71 -5.55
H 4.89 1.24 3.49
H 5.27 0.00 2.31
H 1.98 4.19 -4.26
H 2.59 6.31 1.26
H -3.40 2.80 -0.59
H -3.93 -0.18 -0.25
H -4.11 5.03 -1.63
H 1.38 -5.87 -2.07
H -6.26 0.14 0.23
H 3.09 1.91 -2.51
H -3.25 1.40 -2.74
H -0.90 4.65 2.47
H -6.00 0.55 2.40
H -1.61 -5.24 1.70
H 1.37 -3.79 0.98
H 2.28 -3.18 -4.12
H -1.91 3.65 1.48
H 4.75 6.87 0.61
H 3.13 -2.31 0.95
H -4.51 -1.27 -2.14
H -4.76 3.02 -1.61
H -2.66 -4.89 0.31
H 0.44 5.31 0.26
H -3.45 -2.75 1.35
H -2.73 -2.78 -3.11
H 4.19 4.50 -0.59
H 5.06 -2.81 2.37
H -3.03 0.19 1.86
H 1.39 2.12 -2.96
H 0.08 -6.00 0.69
H 0.79 -0.63 0.87
H -1.10 1.11 0.24
H -0.75 0.74 -1.41
H 2.29 6.14 -0.46
H 2.84 -1.11 -3.97
H 5.38 1.72 1.89
H -3.66 1.78 2.16
H -1.96 2.60 -2.69
H -2.67 -3.31 2.93
H -1.42 4.05 -1.29
H -1.26 5.70 0.21
H 1.38 -3.70 -1.79
H -0.31 -1.35 2.75
H 2.97 2.07 2.11
H -1.67 -2.49 -1.66
*
```

Löwdin population analysis, charges in e, atoms 1 to 4: -0.075, -0.114, -0.079, -0.103



DFT (wB97M-V/def2-TZVPD) results for a structure of composition C28H21ClN6OPSTi.

F_max, eV Å⁻¹: 1.99
HOMO-LUMO gap (alpha / beta), eV: 4.684 / 7.242
Energy, eV: -96130.091
⟨S²⟩: 2.040

Structure (ORCA input):
```
! wB97M-V def2-TZVPD RIJCOSX def2/J DEFGRID3
* xyz -1 3
Ti -1.66 0.51 0.14
Cl -0.27 1.67 -2.25
S -2.72 -1.78 0.28
P 0.52 -1.06 -0.78
O -2.87 1.72 -0.63
N -2.59 -2.80 2.77
N -2.65 0.59 1.81
N 1.13 3.01 2.52
N 2.67 4.92 2.22
N -0.21 1.73 0.93
N -2.65 -0.52 2.69
C 3.93 0.32 1.14
C 2.37 0.23 -4.84
C -3.28 2.85 0.00
C -3.89 4.06 1.99
C 2.22 -1.35 -3.04
C 1.93 4.03 2.31
C 0.86 -5.65 -1.21
C 0.41 2.40 1.66
C -3.53 3.98 -0.74
C -3.44 2.86 1.42
C -4.14 5.20 1.24
C -0.19 -4.94 -1.76
C 3.62 0.06 2.46
C 3.03 -0.03 0.13
C 1.44 1.03 -4.20
C 2.76 -0.97 -4.27
C 1.84 -4.98 -0.48
C 1.31 -0.55 -2.37
C -0.27 -3.56 -1.58
C 2.41 -0.55 2.78
C -3.96 5.17 -0.13
C 0.92 0.63 -2.98
C 1.82 -0.64 0.44
C 0.71 -2.88 -0.86
C 1.52 -0.89 1.78
C -3.21 1.71 2.27
C -2.64 -1.62 2.04
C 1.76 -3.60 -0.31
H -2.26 -2.69 3.72
H 2.53 -2.29 -2.59
H 2.77 0.54 -5.79
H 0.56 -1.33 2.05
H 4.31 0.35 3.25
H 2.53 -3.09 0.26
H -1.12 -3.02 -1.98
H 2.15 -0.73 3.82
H 1.12 1.97 -4.64
H -2.24 -3.60 2.27
H -0.97 -5.45 -2.32
H -4.14 6.05 -0.73
H 3.47 -1.61 -4.77
H -3.54 1.74 3.30
H 2.66 -5.53 -0.05
H 0.92 -6.72 -1.35
H 4.86 0.81 0.88
H -3.40 3.92 -1.82
H -4.47 6.10 1.73
H 3.28 0.20 -0.90
H -4.02 4.08 3.07
*
```

Löwdin population analysis, charges in e, atoms 1 to 4: 0.462, 0.768, 0.535, 1.051



DFT (wB97M-V/def2-TZVPD) results for a structure of composition C33H51As2CrN2O12S8Si.

F_max, eV Å⁻¹: 3.13
HOMO-LUMO gap (alpha / beta), eV: 6.045 / 6.055
Energy, eV: -307264.670
⟨S²⟩: 3.849

Structure (ORCA input):
```
! wB97M-V def2-TZVPD RIJCOSX def2/J DEFGRID3
* xyz -2 4
As -3.10 -2.26 18.97
As -6.75 -2.16 20.18
Cr -0.87 0.34 21.99
S -1.76 1.23 24.22
S 2.49 0.36 20.86
S -0.49 -1.88 22.94
S 1.33 1.07 19.36
S -0.34 -0.18 19.72
S -1.30 -4.71 23.21
S 1.37 0.79 22.50
S -3.16 -0.28 21.75
Si -0.56 2.08 25.75
O -0.36 1.02 27.01
O -4.57 1.35 20.03
O -1.26 3.38 26.45
O -4.28 -3.72 15.83
O -7.06 -4.34 16.85
O -2.66 -3.03 21.75
O -6.88 0.95 19.99
O 0.86 2.69 25.16
O -3.93 -5.31 17.29
O -0.55 7.07 22.42
O -4.75 -2.35 22.56
O -7.54 -4.88 19.02
N -1.32 2.47 21.29
N -0.21 5.45 23.91
C -6.89 -4.20 18.03
C 2.17 2.97 25.73
C 2.85 3.70 24.58
C -0.82 3.44 22.05
C -2.50 3.60 27.16
C -3.62 -2.03 21.81
C -4.43 -2.73 23.89
C -7.96 -1.51 18.75
C -1.01 4.81 21.74
C 0.26 -0.65 28.55
C -5.36 -0.84 20.28
C 2.87 1.69 26.09
C -4.27 -4.19 17.14
C -2.82 5.09 26.94
C -8.73 -5.62 18.70
C -5.90 -3.26 18.71
C 2.04 3.88 26.95
C -3.14 -0.73 17.74
C -4.67 -3.21 18.25
C -4.00 -1.34 20.45
C -1.98 2.83 20.15
C -1.60 -3.17 22.60
C -0.24 -0.42 27.07
C 0.76 -0.98 26.04
C -7.03 2.35 19.70
C -0.58 5.87 22.73
C -1.58 -1.09 26.84
C -5.00 -2.56 15.46
C -5.51 0.54 20.05
C -2.16 3.35 28.63
C -3.59 2.65 26.68
C -2.05 4.12 19.72
C -1.69 5.14 20.60
H 0.25 6.11 24.54
H 3.06 4.05 27.30
H -8.44 -6.55 18.19
H -3.34 1.63 26.95
H 0.78 -0.48 25.01
H -4.11 -0.32 17.73
H 2.18 4.39 24.08
H -1.82 6.19 20.30
H -6.06 -2.80 15.42
H -4.72 -1.69 16.02
H 2.89 0.99 25.22
H 0.50 -1.67 28.69
H 1.58 4.89 26.71
H 1.81 -0.88 26.39
H -2.81 -1.06 16.71
H -8.65 -2.37 18.63
H 0.62 -2.03 25.87
H -2.39 1.98 19.58
H -9.32 -5.00 18.05
H 3.73 4.29 24.95
H -3.59 -2.10 24.28
H -0.59 -0.33 29.23
H -2.58 4.29 18.79
H 2.23 1.19 26.83
H -6.26 2.94 20.19
H -4.65 -2.26 14.47
H -2.87 5.32 25.89
H 1.20 -0.12 28.69
H 3.85 1.76 26.60
H -2.99 3.74 29.28
H 1.40 3.40 27.69
H -7.38 -1.28 17.86
H -2.43 0.01 18.09
H -2.03 5.72 27.32
H -4.12 -3.78 23.94
H -9.26 -5.79 19.61
H -3.82 5.38 27.34
H 3.25 3.00 23.86
H -5.35 -2.44 24.49
H -3.65 2.66 25.60
H -8.07 2.58 20.01
H -0.27 3.08 22.94
H -8.52 -0.65 19.17
H -6.85 2.59 18.65
H -2.34 -0.62 27.44
H -4.52 2.93 27.12
H -1.50 -2.15 27.04
H -1.79 2.36 28.79
H -0.07 4.49 24.22
H -1.79 -0.91 25.73
H -1.29 3.97 28.87
*
```

Löwdin population analysis, charges in e, atoms 1 to 4: 1.316, 1.288, -0.346, 0.421